Computed, not measured: a 2-piece molecular cluster, C15H33N4O4 overall, with ωB97M-V/def2-TZVPD.

Last column: Mulliken charge in e.
CARTESIAN COORDINATES (ANGSTROEM)
C  6.38528  -4.23820  -0.85588  -0.7643
O  5.35656  -3.25306  -0.78934  -0.3175
C  4.12450  -3.65847  -1.33538  -0.7032
C  3.04921  -2.61764  -0.97677  0.4386
C  3.68212  -1.33906  -0.41809  -0.8453
N  2.70129  -0.19338  -0.58608  0.0196
C  1.26672  -0.66231  -0.68394  0.0082
C  0.29658  0.51879  -0.62206  -1.0912
C  -1.00010  0.19039  0.11317  -0.5405
C  -1.94110  -0.70735  -0.68311  -0.3137
C  -3.17501  -1.15344  0.11153  -0.8597
N  -3.51123  -2.53366  -0.21596  -0.3082
C  -4.07723  -2.73329  -1.51460  0.2509
N  -3.40724  -3.36354  -2.36895  -0.5616
N  -5.37282  -2.18842  -1.81325  -0.6052
C  1.21855  -1.43963  -1.99235  -0.8061
O  2.32354  -2.32478  -2.15634  -0.3775
H  7.29375  -3.76932  -1.23585  0.2587
H  6.57626  -4.63885  0.14248  0.2635
H  6.11116  -5.05701  -1.52589  0.3543
H  3.83211  -4.64102  -0.94868  0.4100
H  4.16747  -3.72464  -2.43014  0.3630
H  2.37469  -3.04964  -0.22837  0.2343
H  3.91045  -1.44054  0.64165  0.2736
H  4.59369  -1.07165  -0.94653  0.4345
H  2.91261  0.28735  -1.46300  0.4361
H  2.80771  0.48082  0.17083  0.4071
H  1.10678  -1.30417  0.18496  0.3040
H  0.08269  0.86991  -1.63693  0.3887
H  0.77988  1.33927  -0.07592  0.3397
H  -1.49253  1.12810  0.37248  0.4307
H  -0.76565  -0.29608  1.06776  0.3867
H  -1.43795  -1.62941  -0.99494  0.1927
H  -2.24600  -0.19742  -1.60427  0.2346
H  -4.00528  -0.45352  -0.07473  0.2233
H  -2.97321  -1.10733  1.18439  0.5055
H  -4.08584  -2.96124  0.49958  0.3159
H  -3.94993  -3.41044  -3.23252  0.3117
H  -5.34044  -1.17294  -1.82597  0.2678
H  -6.02846  -2.43193  -1.07470  0.2781
H  0.27485  -1.98269  -2.08711  0.3742
H  1.26690  -0.71764  -2.81819  0.4113
O  -1.35025  2.47896  2.21957  -0.5432
C  -1.62587  3.61225  2.53066  0.8759
O  -1.99573  4.45735  1.55702  -0.3924
C  -2.43419  5.80446  1.81292  -0.4214
C  -1.27379  6.75639  1.99625  -0.9521
C  -1.52090  4.08893  3.95735  -1.1794
H  -3.12263  5.82178  2.65715  0.3788
H  -3.00619  6.06512  0.92493  0.3004
H  -0.67475  6.50307  2.87133  0.2753
H  -1.64603  7.77271  2.12370  0.3630
H  -0.62587  6.73386  1.12033  0.3018
H  -0.47433  4.31875  4.15842  0.2903
H  -1.81745  3.27040  4.60767  0.3263
H  -2.11739  4.96505  4.18968  0.3531

Values from the calculation:
Total charge: +1
HOMO level: -0.408 Ha
E_LUMO: -2.65 eV
Gap between HOMO and LUMO: 0.31076 Ha
Molecular weight: 333.45 g/mol